# 1
16
Properties=species:S:1:pos:R:3:nbo_charge:R:1 method="wB97M-V/def2-TZVPD" smiles=OCC1CCC1 homo_ha=-0.3629 lumo_ev=0.9 energy_ev=-7392.8509 spin_multiplicity=1
O -1.137 2.282 0.864 -0.717
C -0.099 1.315 0.928 -0.053
C -0.159 0.366 -0.217 -0.246
C 1.186 -0.345 -0.283 -0.413
C 0.349 -1.595 -0.902 -0.390
C -0.920 -0.968 -0.300 -0.408
H -1.396 2.555 1.754 0.473
H 1.060 1.499 0.730 0.162
H -0.092 0.830 1.910 0.162
H -0.309 0.935 -1.143 0.211
H 1.561 -0.657 0.703 0.197
H 1.983 0.096 -0.898 0.211
H 0.355 -1.574 -2.000 0.202
H 0.643 -2.588 -0.539 0.202
H -1.141 -1.384 0.689 0.198
H -1.838 -0.947 -0.893 0.209

***

# 2
16
Properties=species:S:1:pos:R:3:nbo_charge:R:1 method="wB97M-V/def2-TZVPD" smiles=COCC1CC1 homo_ha=-0.3364 lumo_ev=1.2 energy_ev=-7392.1217 spin_multiplicity=1
C 2.657 -0.389 0.077 -0.246
O 1.529 0.266 -0.432 -0.533
C 0.415 0.143 0.412 -0.056
C -0.802 0.689 -0.294 -0.308
C -2.109 0.451 0.380 -0.412
C -1.872 -0.281 -0.879 -0.393
H 2.454 -1.459 0.246 0.162
H 3.450 -0.288 -0.667 0.194
H 3.001 0.050 1.029 0.163
H 0.222 -0.920 0.652 0.150
H 0.613 0.646 1.382 0.166
H -0.672 1.063 -1.287 0.266
H -2.902 1.181 0.471 0.219
H -2.003 -0.201 1.246 0.216
H -1.607 -1.323 -0.937 0.206
H -2.414 0.120 -1.743 0.205

***

# 3
16
Properties=species:S:1:pos:R:3:nbo_charge:R:1 method="wB97M-V/def2-TZVPD" smiles="C=CC[C@H](C)O" homo_ha=-0.3541 lumo_ev=1.1 energy_ev=-7393.7411 spin_multiplicity=1
C -2.069 -0.364 0.463 -0.629
C -0.834 -0.245 -0.396 0.108
C 0.119 0.833 0.115 -0.470
C 1.420 0.691 -0.574 -0.151
C 2.473 0.178 0.015 -0.398
O -0.158 -1.540 -0.527 -0.735
H -2.705 -1.153 0.068 0.222
H -1.799 -0.602 1.497 0.201
H -2.643 0.564 0.494 0.213
H -1.099 -0.016 -1.436 0.179
H -0.294 1.828 -0.061 0.218
H 0.238 0.725 1.201 0.198
H 1.454 0.852 -1.644 0.198
H 3.367 0.034 -0.559 0.197
H 2.505 0.016 1.083 0.184
H 0.169 -1.903 0.313 0.465

***

# 4
16
Properties=species:S:1:pos:R:3:nbo_charge:R:1 method="wB97M-V/def2-TZVPD" smiles="C/C=C(/C)CO" homo_ha=-0.3205 lumo_ev=1.0 energy_ev=-7393.2187 spin_multiplicity=1
C -1.867 0.718 0.032 -0.638
C -0.522 0.058 0.174 -0.032
C -0.323 -1.424 -0.090 -0.107
O 0.660 -1.933 0.800 -0.713
C 0.574 0.813 0.348 -0.182
C 1.843 0.576 -0.425 -0.641
H -1.932 1.643 0.621 0.224
H -2.741 0.085 0.223 0.210
H -1.924 1.031 -1.024 0.218
H 0.540 -1.426 1.618 0.469
H 0.045 -1.630 -1.104 0.185
H -1.270 -1.974 0.035 0.170
H 0.484 1.788 0.831 0.191
H 2.752 0.284 0.107 0.222
H 2.023 1.541 -0.918 0.215
H 1.657 -0.151 -1.226 0.209

***

# 5
16
Properties=species:S:1:pos:R:3:nbo_charge:R:1 method="wB97M-V/def2-TZVPD" smiles=COC1CCC1 homo_ha=-0.3498 lumo_ev=1.2 energy_ev=-7393.3466 spin_multiplicity=1
C 2.330 0.055 0.254 -0.252
O 1.201 -0.728 0.559 -0.527
C 0.126 -0.420 -0.286 0.111
C -0.531 0.977 -0.173 -0.443
C -1.899 0.292 0.069 -0.401
C -1.200 -1.090 0.104 -0.421
H 2.272 1.047 0.725 0.167
H 2.431 0.194 -0.833 0.164
H 3.217 -0.465 0.627 0.192
H 0.418 -0.624 -1.331 0.156
H -0.170 1.586 0.662 0.212
H -0.456 1.561 -1.093 0.205
H -2.602 0.416 -0.759 0.203
H -2.410 0.579 0.994 0.207
H -1.169 -1.549 1.097 0.220
H -1.559 -1.831 -0.615 0.206

***

# 6
16
Properties=species:S:1:pos:R:3:nbo_charge:R:1 method="wB97M-V/def2-TZVPD" smiles=C[C@H]1CCCO1 homo_ha=-0.3511 lumo_ev=1.2 energy_ev=-7394.4498 spin_multiplicity=1
C -1.569 1.244 0.721 -0.616
C -0.743 0.280 -0.107 0.099
C 0.706 0.695 -0.352 -0.423
C 1.370 -0.653 -0.653 -0.435
C 0.518 -1.647 0.162 -0.068
O -0.640 -0.948 0.601 -0.534
H -2.570 0.838 0.897 0.219
H -1.668 2.207 0.209 0.209
H -1.091 1.408 1.692 0.210
H -1.238 0.105 -1.079 0.154
H 0.810 1.419 -1.166 0.215
H 1.117 1.141 0.561 0.202
H 2.427 -0.680 -0.371 0.216
H 1.307 -0.878 -1.723 0.203
H 1.040 -2.015 1.052 0.179
H 0.225 -2.516 -0.444 0.170

***

# 7
16
Properties=species:S:1:pos:R:3:nbo_charge:R:1 method="wB97M-V/def2-TZVPD" smiles="CC(C)CC=O" homo_ha=-0.3591 lumo_ev=1.0 energy_ev=-7393.0580 spin_multiplicity=1
O -0.503 2.196 -1.771 -0.528
C 0.516 1.640 -1.393 0.433
C 0.603 0.993 -0.097 -0.518
C -0.015 -0.460 -0.094 -0.192
C -1.457 -0.498 0.156 -0.633
C 0.743 -1.258 1.029 -0.616
H 1.410 1.606 -2.088 0.114
H -0.084 1.463 0.663 0.235
H 1.573 0.868 0.172 0.217
H 0.277 -1.074 -0.998 0.206
H -1.939 0.279 -0.593 0.228
H -2.073 -1.379 -0.172 0.230
H -1.739 -0.181 1.085 0.204
H 1.809 -1.190 1.149 0.208
H 0.559 -2.386 1.101 0.219
H 0.321 -0.621 1.851 0.194

***

# 8
16
Properties=species:S:1:pos:R:3:nbo_charge:R:1 method="wB97M-V/def2-TZVPD" smiles=COCC1CC1 homo_ha=-0.3558 lumo_ev=1.2 energy_ev=-7393.1634 spin_multiplicity=1
C -2.458 0.027 -0.593 -0.243
O -1.306 -0.769 -0.647 -0.544
C -0.426 -0.574 0.442 -0.056
C 0.990 -0.534 -0.064 -0.247
C 2.042 0.168 0.743 -0.420
C 1.552 0.771 -0.544 -0.415
H -2.207 1.098 -0.651 0.161
H -3.074 -0.238 -1.456 0.193
H -3.043 -0.141 0.324 0.162
H -0.648 0.374 0.959 0.163
H -0.563 -1.385 1.175 0.175
H 1.297 -1.428 -0.605 0.219
H 3.040 -0.259 0.768 0.217
H 1.738 0.642 1.674 0.210
H 0.910 1.647 -0.483 0.209
H 2.216 0.768 -1.404 0.217

***

# 9
16
Properties=species:S:1:pos:R:3:nbo_charge:R:1 method="wB97M-V/def2-TZVPD" homo_ha=-0.2862 lumo_ev=0.9 energy_ev=-7390.6103 spin_multiplicity=1
C 1.226 -1.310 1.388 -0.700
C 1.020 -1.035 -0.084 0.024
O -0.358 -1.207 -0.469 -0.536
C -0.281 0.179 -0.459 0.244
C -0.406 0.756 -1.863 -0.645
C -1.047 0.895 0.625 -0.647
H 1.380 -2.397 1.431 0.242
H 0.382 -1.077 2.051 0.196
H 2.144 -0.842 1.762 0.221
H 1.108 0.160 -0.413 0.247
H 0.303 0.267 -2.539 0.238
H -1.421 0.547 -2.226 0.231
H -0.244 1.840 -1.893 0.214
H -0.848 1.973 0.631 0.218
H -0.836 0.493 1.618 0.226
H -2.123 0.757 0.440 0.228

***

# 10
16
Properties=species:S:1:pos:R:3:nbo_charge:R:1 method="wB97M-V/def2-TZVPD" homo_ha=-0.3206 lumo_ev=0.9 energy_ev=-7393.9953 spin_multiplicity=1
C -2.394 0.260 0.001 -0.605
C -1.085 -0.527 0.007 -0.387
C 0.120 0.373 -0.293 -0.432
C 1.410 -0.340 -0.597 -0.315
C 2.546 -0.253 0.097 0.151
O 2.745 0.380 1.285 -0.680
H -3.254 -0.379 0.226 0.212
H -2.371 1.068 0.743 0.200
H -2.564 0.720 -0.980 0.202
H -0.946 -1.018 0.978 0.196
H -1.133 -1.332 -0.738 0.198
H -0.124 0.995 -1.167 0.212
H 0.249 1.087 0.534 0.184
H 1.441 -0.929 -1.511 0.209
H 1.885 0.577 1.679 0.475
H 3.476 -0.685 -0.264 0.181

***

# 11
16
Properties=species:S:1:pos:R:3:nbo_charge:R:1 method="wB97M-V/def2-TZVPD" smiles="C[C@H]1CC1=O.C" homo_ha=-0.3373 lumo_ev=0.9 energy_ev=-7392.8458 spin_multiplicity=1
C -0.601 1.201 1.377 -0.602
C -1.516 0.384 0.489 -0.330
C -1.197 0.256 -1.035 -0.544
C -1.095 -0.888 -0.115 0.613
C 2.242 -0.923 -0.633 -0.862
O -0.847 -2.054 0.032 -0.492
H -0.903 2.254 1.368 0.215
H -0.632 0.843 2.411 0.221
H 0.437 1.144 1.032 0.213
H -2.577 0.449 0.730 0.233
H -2.016 0.300 -1.749 0.239
H -0.272 0.719 -1.378 0.236
H 3.204 -1.374 -0.884 0.217
H 2.296 -0.492 0.372 0.208
H 2.014 -0.136 -1.357 0.203
H 1.461 -1.685 -0.659 0.232

***

# 12
16
Properties=species:S:1:pos:R:3:nbo_charge:R:1 method="wB97M-V/def2-TZVPD" smiles="C/C=C(/C)CO" homo_ha=-0.3319 lumo_ev=1.0 energy_ev=-7393.7822 spin_multiplicity=1
C -1.914 0.688 0.126 -0.635
C -0.516 0.124 0.050 -0.041
C -0.358 -1.366 -0.182 -0.102
O 0.645 -1.940 0.639 -0.711
C 0.551 0.927 0.105 -0.170
C 1.942 0.572 -0.340 -0.646
H -1.935 1.639 0.667 0.219
H -2.634 0.002 0.583 0.209
H -2.267 0.890 -0.894 0.217
H 0.559 -1.531 1.509 0.466
H -0.051 -1.582 -1.212 0.186
H -1.326 -1.868 -0.021 0.165
H 0.390 1.966 0.389 0.191
H 2.641 0.363 0.477 0.221
H 2.347 1.420 -0.904 0.213
H 1.926 -0.303 -0.993 0.218